This record from OMol25 describes 4 unconnected molecules or ions with the total composition C8H16Br8. The level of theory is ωB97M-V/def2-TZVPD.

Last column: natural (NBO) charge in e.
Atoms and positions in Å:
Br: 3.970784 2.627430 4.819765  -0.004
C: 2.146526 2.653148 4.189141  -0.459
C: 1.224657 2.366045 5.344010  -0.434
Br: -0.618896 2.566474 4.734608  -0.013
H: 2.036391 1.911235 3.403781  0.233
H: 1.943776 3.629032 3.757833  0.228
H: 1.363854 3.066902 6.159252  0.227
H: 1.296997 1.339372 5.684973  0.227
Br: -2.217865 -3.720937 -2.150423  -0.015
C: -2.322939 -5.106501 -0.802483  -0.447
C: -2.073757 -6.438918 -1.465299  -0.462
Br: -2.393003 -7.875437 -0.225080  0.007
H: -3.271287 -5.060981 -0.277159  0.231
H: -1.535577 -4.872890 -0.091127  0.232
H: -1.051476 -6.508339 -1.826899  0.225
H: -2.707584 -6.563542 -2.339809  0.227
Br: -1.208008 -2.310437 1.388555  -0.002
C: 0.142985 -1.473712 0.300671  -0.460
C: -0.212067 -0.067170 -0.089921  -0.459
Br: -0.080261 1.147619 1.413981  -0.010
H: 0.247615 -2.076111 -0.602716  0.233
H: 1.084336 -1.543486 0.836704  0.229
H: -1.204484 0.019359 -0.520149  0.233
H: 0.521724 0.302914 -0.803182  0.232
Br: 1.584398 5.837883 -4.818012  -0.006
C: 1.324638 4.227553 -3.762141  -0.445
C: -0.083043 3.748508 -3.944916  -0.449
Br: -0.393883 2.164081 -2.877550  -0.014
H: 1.526710 4.481607 -2.725651  0.229
H: 2.079770 3.525734 -4.100783  0.228
H: -0.327976 3.490703 -4.970884  0.229
H: -0.793052 4.512863 -3.639089  0.230

Forces on atoms 1 to 3 (eV/Å):
Br 0.215 -0.023 -0.014
C -0.401 0.016 -0.183
C -0.223 -0.022 -0.106

Multiplicity   1
E_HOMO   -10.07 eV
Kohn-Sham gap   10.42 eV
SMILES   BrCCBr.BrCCBr.BrCCBr.BrCCBr
Total charge   0

---

This record from OMol25 describes 8 unconnected molecules or ions with the total composition C8H16Cl16 at a distorted geometry. The level of theory is ωB97M-V/def2-TZVPD.

Last column: natural (NBO) charge in e.
Atoms and positions in Å:
C: 1.360540 3.757982 1.798647  -0.641
Cl: 0.992390 2.336832 0.702797  -0.192
Cl: 0.258650 5.109552 1.584737  -0.082
H: 1.383950 3.452342 2.844657  0.186
H: 2.370180 4.092112 1.559707  0.182
C: -3.183150 -2.796398 1.477067  -0.412
Cl: -2.405790 -1.670768 2.556197  -0.002
Cl: -4.484120 -1.971318 0.618287  -0.049
H: -2.523070 -3.152159 0.685977  0.235
H: -3.586620 -3.617728 2.069287  0.217
C: -0.017030 -0.805718 -0.655523  -0.365
Cl: -1.647360 -0.109548 -0.977193  -0.072
Cl: -0.228420 -2.599228 -0.745893  -0.084
H: 0.718710 -0.495928 -1.397693  0.237
H: 0.267330 -0.501888 0.351907  0.255
C: 4.174580 1.074742 0.139007  -0.439
Cl: 4.100270 1.182802 1.876707  -0.205
Cl: 3.289770 -0.394838 -0.429603  -0.079
H: 3.646570 1.923352 -0.295933  0.227
H: 5.240400 1.073822 -0.089293  0.217
C: -1.230320 2.974592 -2.360723  -0.407
Cl: -0.496250 2.877022 -3.986323  -0.072
Cl: -2.132230 4.452122 -2.351143  -0.027
H: -1.888080 2.115292 -2.230163  0.238
H: -0.442660 3.107252 -1.619043  0.247
C: 1.741390 -1.176798 3.592437  -0.463
Cl: 1.814940 -2.062338 2.066547  -0.047
Cl: 0.771210 0.214992 3.319167  -0.044
H: 1.250740 -1.785038 4.352297  0.213
H: 2.740540 -0.871068 3.902817  0.222
C: 2.686300 -4.260878 -2.110503  -0.378
Cl: 2.578190 -4.768238 -0.383183  -0.038
Cl: 4.000290 -3.051828 -2.166283  -0.025
H: 2.975720 -5.089189 -2.757203  0.213
H: 1.730440 -3.885649 -2.476063  0.229
C: -5.116680 1.029172 -1.546243  -0.374
Cl: -6.838630 0.661952 -1.844923  -0.032
Cl: -4.347820 1.741832 -3.030283  -0.052
H: -4.972840 1.757902 -0.748523  0.228
H: -4.552020 0.130892 -1.296513  0.232

Forces on atoms 1 to 3 (eV/Å):
C 0.987 0.110 0.325
Cl -0.230 0.049 -0.178
Cl -0.411 0.256 -0.111

Multiplicity   2
E_HOMO (alpha / beta)   0.32 / -7.76 eV
Kohn-Sham gap (alpha / beta)   1.77 / 9.80 eV
Expectation value of S²   0.751
Total charge   -1

---

This record from OMol25 describes 5 unconnected molecules or ions with the total composition C8H16Cl8I at a distorted geometry. The level of theory is ωB97M-V/def2-TZVPD.

Last column: natural (NBO) charge in e.
Atoms and positions in Å:
C: -0.178455 1.313706 1.047937  -0.987
C: 0.906718 1.205085 -0.029042  -0.430
C: 0.949450 -0.184748 -0.638420  -0.436
C: 1.274942 -1.313669 0.322357  -0.471
I: 2.944595 -0.916718 1.615946  -0.015
H: -1.152494 1.298623 0.552786  0.119
H: -0.077921 2.297607 1.523283  0.143
H: 0.697979 1.897949 -0.865856  0.141
H: 1.884890 1.499174 0.351370  0.177
H: -0.008181 -0.420224 -1.095892  0.209
H: 1.696520 -0.203524 -1.442182  0.169
H: 1.602528 -2.185214 -0.239420  0.190
H: 0.432756 -1.613534 0.929279  0.227
C: 6.637797 -0.271626 1.098503  -0.394
Cl: 8.011773 0.597983 0.387900  -0.053
Cl: 6.334732 0.212089 2.767926  -0.021
H: 5.747615 -0.058235 0.518301  0.245
H: 6.858507 -1.331366 1.082836  0.217
C: -3.780898 1.726536 2.986663  -0.401
Cl: -3.364933 2.367529 1.391179  -0.030
Cl: -2.479544 1.937916 4.156224  -0.014
H: -4.654539 2.253375 3.352693  0.203
H: -3.983946 0.667121 2.882828  0.214
C: -1.451091 -3.393465 -2.225351  -0.402
Cl: -0.111367 -2.423317 -2.849682  -0.014
Cl: -1.844683 -2.980024 -0.554895  -0.011
H: -2.323527 -3.209402 -2.841892  0.216
H: -1.169425 -4.438772 -2.265692  0.214
C: -3.954571 1.146977 -2.255767  -0.390
Cl: -3.012090 -0.275970 -2.701347  -0.029
Cl: -3.910354 2.397819 -3.509681  -0.043
H: -4.985095 0.847592 -2.110197  0.212
H: -3.537690 1.552728 -1.342698  0.244

Forces on atoms 1 to 3 (eV/Å):
C 0.489 -0.097 -0.023
C -1.158 0.354 0.026
C 0.928 0.194 0.201

Multiplicity   1
E_HOMO   -1.25 eV
Kohn-Sham gap   3.77 eV
Total charge   -1

---

This record from OMol25 describes 2 unconnected molecules or ions with the total composition C8H16ClN4O3S at a distorted geometry. The level of theory is ωB97M-V/def2-TZVPD.

Last column: natural (NBO) charge in e.
Atoms and positions in Å:
C: 5.768509 -0.329689 0.947612  -0.646
C: 4.447386 0.026260 -0.014044  -0.089
O: 4.403136 1.494359 -0.098910  -0.551
C: 3.045553 2.001150 -0.355999  -0.104
C: 2.307594 2.235349 1.100073  -0.109
O: 0.987529 2.907597 0.983446  -0.493
C: -0.047523 1.889421 0.744463  0.480
C: -0.699864 0.876329 1.856057  -0.079
N: -1.649925 0.074190 0.994573  -0.499
S: -2.723412 -1.258378 1.345188  0.250
C: -1.673050 0.469890 -0.465518  0.217
N: -0.670215 1.594663 -0.604697  -0.414
Cl: -0.400526 2.291053 -2.174429  0.305
H: 6.744275 0.044318 0.371342  0.231
H: 5.626050 0.329262 1.929828  0.218
H: 5.869327 -1.472376 1.179787  0.228
H: 4.745572 -0.367978 -1.090456  0.192
H: 3.477283 -0.475269 0.414520  0.172
H: 3.184499 3.089093 -0.826978  0.215
H: 2.417391 1.374762 -1.119875  0.181
H: 2.139973 1.213653 1.671485  0.190
H: 3.010350 2.983950 1.700794  0.240
H: -0.526405 0.734951 3.004591  0.314
H: -2.478859 -2.181245 0.278446  0.197
H: -2.317351 -0.012565 -1.329457  0.342
C: -5.181171 -2.183165 -1.401714  0.780
O: -4.145640 -1.578077 -1.627743  -0.730
N: -5.848582 -2.080166 -0.237218  -0.837
N: -5.754034 -3.010875 -2.295578  -0.827
H: -6.702288 -2.575043 -0.042742  0.401
H: -5.458369 -1.470188 0.466887  0.406
H: -5.290359 -3.121973 -3.186098  0.416
H: -6.606853 -3.513264 -2.117635  0.399

Forces on atoms 1 to 3 (eV/Å):
C -0.483 1.134 -0.373
C 2.197 -1.010 -0.057
O -2.603 -0.999 -0.106

Multiplicity   1
E_HOMO   -12.39 eV
Kohn-Sham gap   8.19 eV
Total charge   +1

---

This record from OMol25 describes a molecular structure, C8H16CoN2O2SSe at a distorted geometry. The level of theory is ωB97M-V/def2-TZVPD.

Last column: natural (NBO) charge in e.
Atoms and positions in Å:
Co: 1.124543 -0.424021 -1.226733  1.010
N: 0.647293 -4.446567 -1.869948  -0.796
C: 0.695770 -3.103438 -1.875444  0.705
O: 1.543415 -2.514547 -1.202449  -0.676
C: -0.294413 -2.369323 -2.736853  -0.547
C: -0.669212 -1.028017 -2.105404  -0.659
H: 1.350533 -4.965971 -1.368415  0.406
H: -0.034869 -4.955793 -2.400874  0.400
H: -1.162846 -3.003025 -2.954468  0.199
H: 0.229314 -2.167123 -3.677525  0.270
H: -1.431986 -1.176534 -1.334869  0.174
H: -1.057387 -0.339577 -2.856574  0.198
C: -2.200013 1.350780 3.263968  -0.629
C: -1.119203 0.423049 2.747551  -0.569
S: -0.440882 1.055251 1.146353  1.245
O: 0.390823 -0.090371 0.668175  -1.013
C: 0.805791 2.275535 1.789238  -0.580
C: 0.514270 3.637752 1.190502  -0.627
H: -2.652829 0.933255 4.159764  0.229
H: -2.977335 1.482637 2.516631  0.219
H: -1.799115 2.331448 3.505011  0.209
H: -1.528133 -0.556189 2.501501  0.238
H: -0.303387 0.296994 3.456215  0.225
H: 1.768238 1.895994 1.446095  0.255
H: 0.781630 2.290860 2.876129  0.218
H: 0.375056 3.550588 0.115144  0.230
H: 1.339319 4.326118 1.358912  0.225
H: -0.387608 4.064576 1.621523  0.207
Se: 2.455984 1.413322 -1.721663  -0.269
C: 2.064958 0.216502 -3.026184  -0.103
N: 1.972283 -0.404165 -4.005308  -0.391

Forces on atoms 1 to 3 (eV/Å):
Co -1.819 -1.367 0.160
N 0.107 -0.299 0.036
C -0.312 -0.225 -0.216

Multiplicity   2
E_HOMO (alpha / beta)   -7.63 / -7.68 eV
Kohn-Sham gap (alpha / beta)   7.88 / 8.16 eV
Expectation value of S²   1.146
Total charge   0

---

This record from OMol25 describes a molecular structure, C8H16F6Li2N3O16S8 at a distorted geometry. The level of theory is ωB97M-V/def2-TZVPD.

Last column: natural (NBO) charge in e.
Atoms and positions in Å:
Li: 2.716614 -2.332398 1.811674  0.962
Li: 1.136047 -0.662213 0.375061  0.873
N: -0.254514 4.218516 2.128082  -1.038
S: 0.127049 2.701184 2.703112  2.390
O: 0.336696 1.617556 1.789836  -0.940
O: -0.435126 2.354736 3.983515  -0.901
F: 1.644914 3.048247 3.084939  -0.521
S: -1.653442 3.742302 1.542157  2.412
O: -2.723231 3.484848 2.456186  -0.899
O: -1.607428 3.056894 0.284903  -0.950
F: -2.100233 5.250288 1.104158  -0.542
N: 0.700015 -2.761271 4.480835  -1.123
S: -0.492043 -3.835977 3.897057  2.399
O: -0.642424 -3.905727 2.449487  -0.899
O: -1.656735 -4.005855 4.710318  -0.885
F: 0.386203 -5.089605 4.366718  -0.504
S: 0.229653 -1.514282 3.772818  2.490
O: -1.119325 -1.079907 3.919027  -0.866
O: 0.887849 -1.288138 2.490251  -1.073
F: 0.971820 -0.470270 4.719533  -0.495
N: 2.147512 -2.238552 -0.205064  -1.267
S: 3.529911 -2.061327 -1.220774  2.389
O: 3.526984 -0.958571 -2.108335  -0.861
O: 4.248981 -3.259698 -1.562902  -0.845
F: 4.426847 -1.523713 0.029528  -0.534
S: 1.284282 -2.877676 -1.301151  2.432
O: 1.522020 -4.232942 -1.725810  -0.867
O: 0.721831 -1.934350 -2.219628  -0.889
F: 0.077691 -3.145660 -0.285606  -0.502
C: 3.156122 2.176390 -3.510501  -0.401
C: 1.771661 1.513019 -3.656476  -0.412
C: 0.853845 2.189792 -2.629053  -0.671
S: 1.834505 2.222309 -1.150044  2.190
O: 1.764962 0.888843 -0.573224  -1.023
O: 1.616414 3.394503 -0.330774  -0.876
C: 3.431044 2.282453 -1.994050  -0.671
H: 3.105375 3.194196 -3.898119  0.203
H: 3.923011 1.600962 -4.023507  0.230
H: 1.898969 0.455420 -3.412301  0.238
H: 1.320937 1.523020 -4.648003  0.220
H: -0.141251 1.792307 -2.455297  0.271
H: 0.793368 3.208924 -3.020163  0.232
H: 4.103526 1.604812 -1.472023  0.256
H: 3.870214 3.261915 -1.796761  0.243
C: -3.905006 -0.710377 -1.655377  -0.401
C: -4.494192 -1.498640 -0.486222  -0.409
C: -3.319475 -1.813516 0.428406  -0.655
S: -2.314135 -0.292971 0.462035  2.192
O: -0.917662 -0.608900 0.269456  -0.999
O: -2.700522 0.512511 1.578337  -0.894
C: -3.061087 0.403133 -1.032534  -0.672
H: -4.633065 -0.279750 -2.341179  0.217
H: -3.334891 -1.476254 -2.190372  0.202
H: -4.900528 -2.430148 -0.885182  0.214
H: -5.325589 -0.955558 -0.033519  0.215
H: -2.678514 -2.540208 -0.071006  0.241
H: -3.513879 -2.004461 1.480717  0.270
H: -2.370561 0.917834 -1.697306  0.247
H: -3.772016 1.172003 -0.725884  0.255

Forces on atoms 1 to 3 (eV/Å):
Li -0.837 0.195 0.207
Li -1.486 1.426 0.541
N -0.205 -3.711 0.627

Multiplicity   1
E_HOMO   -6.45 eV
Kohn-Sham gap   7.55 eV
Total charge   -1

---

Copy entry 4 word for word.
This record from OMol25 describes 2 unconnected molecules or ions with the total composition C8H16ClN4O3S at a distorted geometry. The level of theory is ωB97M-V/def2-TZVPD.

Last column: natural (NBO) charge in e.
Atoms and positions in Å:
C: 5.768509 -0.329689 0.947612  -0.646
C: 4.447386 0.026260 -0.014044  -0.089
O: 4.403136 1.494359 -0.098910  -0.551
C: 3.045553 2.001150 -0.355999  -0.104
C: 2.307594 2.235349 1.100073  -0.109
O: 0.987529 2.907597 0.983446  -0.493
C: -0.047523 1.889421 0.744463  0.480
C: -0.699864 0.876329 1.856057  -0.079
N: -1.649925 0.074190 0.994573  -0.499
S: -2.723412 -1.258378 1.345188  0.250
C: -1.673050 0.469890 -0.465518  0.217
N: -0.670215 1.594663 -0.604697  -0.414
Cl: -0.400526 2.291053 -2.174429  0.305
H: 6.744275 0.044318 0.371342  0.231
H: 5.626050 0.329262 1.929828  0.218
H: 5.869327 -1.472376 1.179787  0.228
H: 4.745572 -0.367978 -1.090456  0.192
H: 3.477283 -0.475269 0.414520  0.172
H: 3.184499 3.089093 -0.826978  0.215
H: 2.417391 1.374762 -1.119875  0.181
H: 2.139973 1.213653 1.671485  0.190
H: 3.010350 2.983950 1.700794  0.240
H: -0.526405 0.734951 3.004591  0.314
H: -2.478859 -2.181245 0.278446  0.197
H: -2.317351 -0.012565 -1.329457  0.342
C: -5.181171 -2.183165 -1.401714  0.780
O: -4.145640 -1.578077 -1.627743  -0.730
N: -5.848582 -2.080166 -0.237218  -0.837
N: -5.754034 -3.010875 -2.295578  -0.827
H: -6.702288 -2.575043 -0.042742  0.401
H: -5.458369 -1.470188 0.466887  0.406
H: -5.290359 -3.121973 -3.186098  0.416
H: -6.606853 -3.513264 -2.117635  0.399

Forces on atoms 1 to 3 (eV/Å):
C -0.483 1.134 -0.373
C 2.197 -1.010 -0.057
O -2.603 -0.999 -0.106

Multiplicity   1
E_HOMO   -12.39 eV
Kohn-Sham gap   8.19 eV
Total charge   +1

---

Look up the multiplicity of the second one.
2